No. 1
Computed, not measured: a structure of composition C20H37MnN2PS at a distorted geometry, with wB97M-V/def2-TZVPD.

Values from the calculation:
Orbital gap (spin up / spin down): 9.835 / 8.635 eV
Spin multiplicity: 6
Total charge: +2

Geometry as XYZ:
```
62
Properties=species:S:1:pos:R:3:nbo_charge:R:1
C -0.19 0.70 6.23 -0.185
C -2.20 2.49 0.61 -0.592
H -3.85 1.56 2.52 0.241
H 0.27 -2.61 1.04 0.217
C -2.81 1.33 2.74 -0.611
Mn 0.01 0.33 0.20 1.208
C 1.21 3.45 0.72 -0.591
H -2.59 0.34 2.35 0.189
H 0.59 4.38 3.33 0.224
H 2.33 4.37 3.05 0.240
H 2.11 -3.02 -0.51 0.245
C 0.24 -0.62 6.21 -0.148
C 0.99 -0.09 -2.94 -0.530
H 1.62 3.21 4.17 0.231
C -2.05 3.73 2.79 -0.618
S -0.46 0.78 -2.23 0.213
H 0.63 -1.04 -3.36 0.237
H -1.77 -1.82 0.36 0.407
P -0.17 1.57 2.21 0.738
H -2.18 1.49 0.14 0.162
H -2.02 -0.61 -3.42 0.267
H 1.14 -2.56 -1.90 0.212
C 1.46 3.73 3.23 -0.629
H 2.15 3.94 0.48 0.247
H 2.41 1.08 1.21 0.159
C 2.51 1.78 2.06 -0.600
H 0.44 4.21 0.73 0.231
C 2.13 -0.28 -1.94 -0.232
H 2.51 -0.91 -0.05 0.407
H -1.43 4.50 2.33 0.219
N -1.02 -1.66 -0.31 -0.717
H -2.68 0.07 -1.93 0.248
C 0.04 -2.65 -0.03 -0.225
H 2.58 1.22 2.99 0.239
C 0.55 -1.23 5.00 -0.216
C -1.89 2.38 2.11 -0.278
C -1.58 -1.79 -1.67 -0.253
C -0.02 0.81 3.84 -0.411
H -3.09 4.05 2.69 0.241
C -0.32 1.42 5.06 -0.188
C -1.83 -0.45 -2.36 -0.510
H 3.44 2.34 1.94 0.250
H -0.64 2.45 5.09 0.225
H -3.20 2.90 0.47 0.256
H 0.99 2.71 -0.08 0.161
H -1.50 3.15 0.09 0.225
C 1.31 -2.35 -0.84 -0.251
H 2.54 0.70 -1.68 0.225
H -0.29 -3.67 -0.27 0.231
H -0.91 -2.39 -2.28 0.213
N 1.71 -0.93 -0.68 -0.717
H 1.34 0.53 -3.77 0.276
C 1.32 2.75 2.08 -0.269
H 0.33 -1.17 7.13 0.241
H -1.83 3.68 3.85 0.222
H -2.54 -2.32 -1.64 0.245
H 0.65 -0.98 2.85 0.160
H -2.69 1.31 3.82 0.240
H 0.90 -2.25 5.00 0.234
H 2.92 -0.86 -2.44 0.233
H -0.43 1.17 7.17 0.242
C 0.42 -0.52 3.83 -0.131
```

---

No. 2
Computed, not measured: a cluster of 2 separate species, C20H37N2O3S in total at a distorted geometry, with wB97M-V/def2-TZVPD.

Values from the calculation:
Orbital gap: 9.290 eV
Total charge: +1

Geometry as XYZ:
```
63
Properties=species:S:1:pos:R:3:nbo_charge:R:1
H -3.14 -1.83 3.35 0.215
C 3.53 1.54 2.30 -0.821
H -3.11 -2.77 1.08 0.196
H 0.85 3.99 -1.36 0.219
H -0.86 4.60 1.11 0.213
H 3.78 -1.93 -1.97 0.220
H -1.02 1.06 -4.04 0.227
H -2.86 -1.17 0.38 0.185
H -0.86 -2.21 1.87 0.191
H -0.11 5.80 0.05 0.233
H 4.20 -3.31 -0.04 0.399
O 2.01 0.86 0.26 -0.977
H -0.87 -1.83 3.58 0.217
H 4.47 1.29 2.77 0.251
C 0.44 1.45 -2.51 -0.423
N 3.28 -3.15 0.35 -0.836
H 3.15 -1.74 1.35 0.521
C 2.73 -2.02 -1.74 -0.259
C 2.34 -2.72 -0.60 0.133
H -2.36 -1.48 -2.54 0.485
H -2.91 -0.20 2.73 0.192
C -2.67 -1.25 2.54 -0.409
C 0.43 -1.53 -2.28 -0.077
H -1.32 1.14 -1.32 0.255
S 3.29 0.42 0.87 1.532
H 3.55 2.57 1.95 0.235
H -1.00 -2.39 -0.93 0.225
C 0.98 -2.87 -0.34 -0.215
C -0.33 -0.19 2.35 -0.390
C -3.31 -1.70 1.23 -0.393
C -0.60 -0.83 -3.13 0.090
C -0.53 4.80 0.09 -0.614
H 0.94 2.30 -2.98 0.211
C 0.16 1.67 0.73 0.384
C -0.15 0.57 -3.60 -0.417
H 0.72 -0.43 2.46 0.223
N -0.02 2.43 -0.30 -0.325
H -0.77 -1.43 -4.04 0.190
H -0.60 0.56 3.11 0.196
H 1.39 3.84 0.32 0.209
C -0.63 1.96 -1.53 -0.249
C 0.04 -2.28 -1.17 -0.209
H -5.28 -2.01 2.04 0.210
H -5.25 -1.80 0.29 0.212
H 0.59 2.15 1.60 0.210
H 2.98 -3.94 0.90 0.399
H -5.04 -0.41 1.35 0.202
C 1.79 -1.45 -2.57 -0.175
O 3.01 -0.87 1.80 -0.920
H -1.19 2.78 -1.98 0.217
C 0.52 3.78 -0.34 -0.211
H 2.71 1.39 3.00 0.242
H 0.66 -3.44 0.52 0.211
H 0.59 0.44 -4.39 0.222
H 2.12 -0.94 -3.45 0.220
H -0.28 -0.34 0.20 0.267
C -1.15 -1.46 2.60 -0.382
O -1.84 -0.68 -2.44 -0.737
C -0.56 0.40 0.96 -0.520
H -1.40 4.76 -0.56 0.217
H -1.63 0.61 0.83 0.243
C -4.81 -1.46 1.23 -0.603
H 1.19 0.90 -1.94 0.240
```

---

No. 3
Computed, not measured: a cluster of 2 separate species, C20H37N6O9 in total at a distorted geometry, with wB97M-V/def2-TZVPD.

Values from the calculation:
Orbital gap: 8.850 eV
Total charge: +1

Geometry as XYZ:
```
72
Properties=species:S:1:pos:R:3:lowdin_charge:R:1
H 4.81 0.94 -4.54 0.134
O -8.34 -1.95 2.47 -0.027
H -9.26 -1.29 4.87 0.138
H 7.08 2.52 -3.24 0.149
H -7.07 -4.24 2.65 0.132
H 2.14 1.92 1.46 0.139
C 6.59 2.12 -4.13 -0.206
H -2.59 -0.46 3.33 0.132
O -0.75 -0.23 1.38 0.046
H -7.28 -4.49 4.39 0.130
H 4.36 5.12 -5.94 0.084
N 6.03 3.25 -4.90 0.116
C -8.39 -1.96 4.89 -0.119
C -4.82 -1.02 4.77 -0.014
O -5.41 -2.18 2.78 -0.063
H 5.91 0.22 -3.36 0.118
C 7.66 1.36 -4.92 -0.472
N -3.53 -2.45 0.71 0.066
H 0.23 -2.28 0.89 0.127
C -5.85 -2.96 3.90 -0.236
H -5.91 -2.43 6.02 0.165
H 0.25 -0.22 -0.36 0.095
H 6.05 3.16 -5.91 0.147
C -1.35 -1.27 1.17 -0.404
H 1.38 -0.43 -1.68 0.124
H -9.28 -3.41 3.57 0.153
O -7.19 -1.17 4.97 -0.075
H -7.57 -1.35 2.52 0.058
C -4.66 -1.04 3.23 -0.323
C 4.65 1.73 -2.53 -0.180
O -4.50 1.26 2.61 0.114
H 8.55 0.75 -3.22 0.135
H 4.20 -0.25 -1.83 0.130
H -5.07 -3.69 4.14 0.159
H 5.33 2.03 -1.73 0.123
C 3.67 0.69 -1.99 -0.160
H 6.03 5.72 -6.03 0.088
O 7.63 1.36 -6.14 0.073
H 9.24 -0.80 -5.54 0.090
C -5.99 -1.95 5.04 -0.245
C -8.37 -2.80 3.61 -0.329
C 5.65 4.42 -4.38 -0.550
H -2.98 -3.30 0.87 0.079
C -3.18 -1.26 2.87 -0.058
H 0.70 0.93 1.36 0.094
C -5.23 0.28 2.64 -0.391
C 9.66 -0.09 -4.83 -0.047
H 3.63 1.83 -0.21 0.158
C 5.47 1.16 -3.69 -0.131
H -3.28 -0.37 0.89 0.153
C -7.15 -3.72 3.61 -0.059
O -0.73 -2.42 0.82 0.136
H 4.91 6.37 -4.81 0.087
N 1.16 -0.08 -0.77 0.233
H 10.34 0.58 -5.37 0.092
C 5.20 5.48 -5.36 0.007
H 10.22 -0.63 -4.07 0.087
H 2.89 0.53 -2.74 0.126
H -6.68 1.20 1.90 0.150
H 4.08 2.60 -2.86 0.119
H -8.48 -2.60 5.77 0.130
H -5.01 -0.01 5.16 0.149
C -2.89 -1.28 1.35 -0.255
O -6.51 0.29 2.19 0.137
N 1.59 1.24 0.97 0.221
N 8.58 0.70 -4.22 0.019
H -2.84 -2.21 3.30 0.143
H -4.49 -2.57 1.05 0.079
C 1.96 0.76 -0.18 -0.484
O 5.63 4.64 -3.18 0.029
N 3.10 1.15 -0.72 0.102
H -3.92 -1.41 5.27 0.136
```